No. 1
101
Properties=species:S:1:pos:R:3:forces:R:3:lowdin_charge:R:1 method="wB97M-V/def2-TZVPD" homo_lumo_gap_ha=0.2661
C -1.420274 -0.276917 1.286115 0.538 0.529 -1.936 -0.1633
S -0.724921 -0.924361 2.898322 -0.018 6.838 5.054 0.8648
O 0.452119 0.001859 3.396282 -3.038 -3.835 -2.747 -0.3854
O -1.861261 -0.716135 3.974405 3.235 -2.440 -4.125 -0.3507
C -0.132493 -2.697961 2.865455 -0.748 -2.489 0.264 -0.2633
B -0.918218 -3.325616 4.208385 -2.279 -1.072 3.034 -0.4217
O -0.504115 -2.901569 5.592982 0.953 -1.891 -3.389 0.0544
O -1.995882 -4.334508 4.146560 3.835 1.001 1.099 0.0827
O 1.291801 -2.909886 3.289869 0.064 -1.727 -0.738 -0.2169
S 1.714131 -4.584190 3.082724 4.878 -3.701 -0.243 0.9349
O 1.744778 -5.496460 4.331201 -2.376 3.986 -3.746 -0.2855
O 3.139101 -4.871210 2.466584 -5.713 2.645 1.202 -0.3285
O 0.488768 -4.851848 1.884970 2.108 1.660 2.045 -0.1755
C -0.226838 -3.590825 1.496541 -1.838 -1.259 -2.227 -0.3094
O -1.567422 -4.165980 1.142694 2.420 0.202 0.688 -0.0195
C 0.326338 -2.918913 0.064003 1.524 0.680 0.036 -0.1606
C 1.894431 -2.607079 0.026848 -1.393 0.877 -3.161 0.0337
C 2.563715 -1.997568 -1.327929 -5.874 -1.156 0.267 0.0076
C 1.421134 -1.775385 -2.468255 -0.151 -1.547 3.485 -0.0248
C -0.098980 -2.179040 -2.155282 0.838 0.184 0.201 -0.0843
N -0.756694 -2.728107 -0.936821 7.661 1.643 -0.948 0.0618
H -0.541240 -0.204282 0.485032 -1.726 -0.408 1.906 0.0933
H -1.792575 0.837955 1.470083 0.783 -2.709 0.243 0.1076
H -2.295284 -0.910293 0.833898 1.771 1.072 1.299 0.0850
H 0.458810 -3.126678 5.753120 -1.494 0.685 -0.334 0.1126
H -1.749139 -5.003953 4.876211 -0.898 1.699 -1.314 0.1438
H -1.428588 -5.033249 0.620405 0.080 2.171 1.179 0.1421
H 2.569119 -2.812435 0.967033 -1.614 0.342 -2.095 0.0926
H 3.694010 -1.753440 -1.507705 -2.563 -0.529 0.535 0.1012
H 1.715580 -1.320055 -3.513857 -0.839 -1.103 2.480 0.0946
H -0.859738 -2.014202 -3.063526 1.881 -0.445 2.300 0.1235
C 7.623499 -6.505119 4.625163 0.033 0.081 0.091 -0.2767
S 7.538115 -6.870936 2.855449 0.152 0.383 -0.193 0.8052
O 8.404548 -5.872837 2.146543 -0.446 -0.372 0.394 -0.5653
C 5.819504 -6.348238 2.641215 0.043 0.089 0.005 -0.2891
H 8.634849 -6.722635 4.976349 -0.112 -0.008 -0.161 0.0479
H 7.398575 -5.450445 4.800068 0.009 -0.067 -0.111 0.0564
H 6.911189 -7.135222 5.163031 0.044 0.013 -0.098 0.0508
H 5.706692 -5.302824 2.939310 0.077 -0.129 -0.028 0.0493
H 5.166770 -6.983145 3.244510 0.073 0.033 -0.039 0.0544
H 5.553101 -6.454509 1.587070 0.134 -0.018 0.139 0.0521
C -4.885602 2.674187 -0.933666 0.129 -0.205 0.226 -0.2843
S -5.171381 1.196260 0.069858 -0.005 0.181 -0.301 0.8574
O -3.830851 0.668124 0.486400 -0.457 0.177 -0.380 -0.5877
C -5.764940 0.161249 -1.289984 0.087 -0.186 -0.014 -0.2707
H -4.471413 3.455097 -0.291715 -0.175 -0.263 -0.098 0.0268
H -4.177303 2.450712 -1.734847 -0.039 -0.096 0.085 0.0620
H -5.833096 3.018132 -1.355182 0.094 -0.024 0.148 0.0533
H -5.001595 0.093721 -2.069230 -0.007 0.060 0.119 0.0562
H -6.683088 0.587999 -1.699887 0.074 0.025 0.104 0.0512
H -5.973469 -0.837871 -0.900420 0.046 0.157 0.032 0.0490
C -0.331499 -7.501094 -3.737554 0.050 -0.043 -0.111 -0.2734
S -1.036153 -6.021213 -2.971778 0.159 0.375 -0.279 0.8093
O -0.992739 -4.921987 -3.991225 0.093 -0.549 0.454 -0.5635
C 0.327152 -5.744365 -1.815279 0.079 -0.025 0.009 -0.2674
H -1.004777 -7.836201 -4.529939 0.019 0.133 0.139 0.0493
H 0.646231 -7.270290 -4.166849 -0.089 0.081 0.058 0.0572
H -0.235639 -8.289857 -2.987634 -0.050 0.098 -0.012 0.0512
H 1.264290 -5.622450 -2.364266 -0.110 0.007 -0.016 0.0674
H 0.401518 -6.590913 -1.129014 -0.039 -0.038 -0.072 0.0584
H 0.120453 -4.835039 -1.246168 -0.011 -0.295 -0.311 -0.0086
C -3.632531 6.925489 -2.969199 -0.010 -0.116 -0.037 -0.2731
S -4.628295 6.897954 -1.459001 0.012 -0.159 -0.039 0.8390
O -4.722408 5.470936 -1.007102 -0.036 0.709 -0.387 -0.5719
C -6.193902 7.318371 -2.262032 -0.107 -0.105 -0.034 -0.2674
H -2.606388 6.651290 -2.713625 -0.171 0.030 0.102 0.0502
H -4.029510 6.208646 -3.691738 -0.004 0.091 0.068 0.0566
H -3.642084 7.931823 -3.394544 -0.047 -0.096 0.052 0.0503
H -6.431918 6.576684 -3.028666 0.109 0.029 0.079 0.0590
H -6.119041 8.311399 -2.710835 0.063 -0.073 0.066 0.0527
H -6.982063 7.322315 -1.505547 0.198 -0.017 -0.012 0.0498
C 0.337885 1.340029 6.253758 -0.073 0.062 -0.041 -0.2709
S -0.366769 2.819911 7.019534 0.154 0.123 -0.403 0.8080
O -0.323355 3.919136 6.000087 0.126 -0.459 0.485 -0.5658
C 0.996536 3.096758 8.176033 0.121 0.122 0.037 -0.2842
H -0.335393 1.004922 5.461373 0.080 0.104 0.161 0.0207
H 1.315615 1.570833 5.824462 -0.107 0.082 0.019 0.0598
H 0.433745 0.551266 7.003678 -0.079 0.082 0.000 0.0557
H 1.933674 3.218674 7.627046 -0.127 -0.018 -0.038 0.0538
H 1.070902 2.250210 8.862298 -0.069 0.034 -0.071 0.0478
H 0.789837 4.006083 8.745144 -0.061 -0.111 -0.122 0.0451
C -2.265458 9.328934 -7.583577 -0.039 0.090 0.059 -0.2734
S -2.253238 7.521996 -7.495104 -0.282 -0.065 0.315 0.8120
O -3.343359 7.109545 -6.551188 0.552 0.296 -0.266 -0.5679
C -0.684201 7.391018 -6.604205 0.036 -0.005 0.127 -0.2734
H -3.187806 9.646314 -8.075529 0.105 -0.167 0.051 0.0509
H -2.227607 9.752652 -6.577321 -0.007 -0.114 -0.039 0.0554
H -1.408223 9.671687 -8.167861 -0.062 -0.091 0.022 0.0527
H -0.744719 7.935190 -5.658323 -0.084 -0.022 -0.096 0.0543
H 0.120736 7.797773 -7.220452 -0.099 -0.035 -0.008 0.0524
H -0.486593 6.335707 -6.402329 -0.130 0.118 -0.099 0.0507
C 2.805964 2.804319 -1.619972 -0.095 -0.063 0.074 -0.2626
S 3.681846 1.810730 -2.852291 -0.075 -0.099 0.090 0.8351
O 2.967465 0.496563 -2.962193 0.436 0.609 0.141 -0.5860
C 5.165171 1.541305 -1.852346 0.019 -0.131 0.059 -0.2682
H 1.821033 3.060787 -2.016969 0.164 -0.096 -0.043 0.0517
H 2.686484 2.233632 -0.696088 0.035 -0.027 -0.106 0.0602
H 3.366673 3.721537 -1.424951 0.000 -0.096 -0.080 0.0540
H 4.899002 1.048697 -0.913745 -0.071 0.056 -0.093 0.0571
H 5.647917 2.499909 -1.649447 -0.081 -0.052 -0.064 0.0535
H 5.851261 0.903019 -2.413912 -0.158 0.101 -0.024 0.0514


No. 2
72
Properties=species:S:1:pos:R:3:forces:R:3:lowdin_charge:R:1 method="wB97M-V/def2-TZVPD" relative_energy_kj_mol=0.0 homo_lumo_gap_ha="0.1343 / 0.1312" s_squared=2.139 multiplicity=3 total_charge=+3
V -0.731912 -0.046418 -0.317248 1.010 -0.074 2.187 -0.0737
P -3.070527 -0.180728 -0.107184 -1.563 -0.054 0.000 0.7210
P -0.532905 -2.447194 -0.507704 0.014 -1.279 0.189 0.7066
P -0.412118 2.370867 -0.359636 -0.085 1.255 0.139 0.7169
H 4.566209 -0.155919 0.761344 -0.196 0.538 0.010 0.1104
C 3.962815 0.613178 1.275279 -0.774 -2.110 0.003 -0.0521
C 4.156508 0.461910 2.725516 -0.411 1.174 -1.753 0.3363
H 4.947550 -0.186516 3.095156 -0.155 -0.143 0.230 0.1314
C -4.046189 -0.838891 -1.508273 0.059 0.077 -0.104 -0.2253
C -3.694617 -1.173815 1.296831 0.068 0.066 0.109 -0.2153
C -3.883011 1.432404 0.179828 -0.011 0.035 0.045 -0.2276
C 1.182126 -2.890828 -0.950408 0.157 0.094 -0.047 -0.2282
C -0.829758 -3.468808 0.975745 0.139 -0.133 -0.009 -0.2229
C -1.462132 -3.333268 -1.805923 -0.043 0.072 -0.053 -0.2323
C 1.358128 2.704754 -0.654930 0.180 -0.091 -0.060 -0.2304
C -0.740179 3.406565 1.107922 0.055 0.060 0.058 -0.2379
C -1.196757 3.332165 -1.703045 0.051 -0.066 -0.028 -0.2358
H 4.238948 1.606977 0.879687 -0.108 0.163 0.421 0.1443
H 3.577033 1.079892 3.406072 0.056 -0.128 0.212 0.1139
H -5.085703 -0.504465 -1.384983 0.243 -0.177 -0.080 0.0729
H -4.018321 -1.934779 -1.522185 -0.021 0.298 -0.001 0.0450
H -3.654931 -0.463377 -2.462699 -0.185 -0.083 0.225 0.0327
H -4.744249 -0.900724 1.470861 0.233 -0.188 -0.010 0.0744
H -3.115936 -0.968270 2.206138 -0.234 -0.144 -0.179 0.0358
H -3.628814 -2.244229 1.069313 -0.070 0.273 0.059 0.0441
H -4.959623 1.247304 0.301977 0.263 0.183 -0.035 0.0722
H -3.722470 2.101591 -0.674622 -0.103 -0.188 0.203 0.0463
H -3.501160 1.916542 1.088170 -0.136 -0.093 -0.206 0.0361
H 1.207494 -3.959929 -1.201155 0.136 0.268 0.106 0.0733
H 1.853611 -2.701189 -0.104141 -0.036 -0.151 -0.165 0.0383
H 1.529354 -2.302678 -1.808852 -0.116 -0.270 0.138 0.0297
H -0.401998 -4.466334 0.807820 -0.208 0.162 0.147 0.0719
H -1.904264 -3.557592 1.170806 0.277 -0.046 -0.021 0.0424
H -0.349676 -3.016270 1.851550 -0.127 -0.170 -0.139 0.0340
H -0.959367 -4.293912 -1.984567 -0.268 0.192 0.050 0.0710
H -1.467707 -2.749130 -2.735284 -0.016 -0.228 0.232 0.0341
H -2.494712 -3.513697 -1.484577 0.251 -0.026 -0.109 0.0490
H 1.490059 3.779610 -0.838089 0.075 -0.266 0.080 0.0744
H 1.722640 2.138510 -1.520743 -0.085 0.236 0.133 0.0293
H 1.941034 2.412001 0.227860 -0.124 0.165 -0.138 0.0216
H -0.323784 4.410344 0.944572 -0.190 -0.210 0.115 0.0712
H -0.273581 2.962706 1.995581 -0.064 0.163 -0.148 0.0354
H -1.820239 3.485520 1.282611 0.253 0.063 -0.030 0.0479
H -0.681643 4.299134 -1.784326 -0.249 -0.184 0.013 0.0713
H -2.257862 3.498177 -1.484239 0.253 0.031 -0.080 0.0489
H -1.110180 2.790272 -2.653629 -0.015 0.242 0.246 0.0249
C 1.037694 0.079125 -3.407145 -0.771 0.025 0.112 -0.4661
C 2.250905 -0.022509 -2.726635 0.196 0.090 -0.197 -0.1823
C 3.452145 0.058620 -3.449910 -0.386 -0.010 0.055 -0.0595
C 3.424563 0.228651 -4.839421 -0.300 0.005 0.043 -0.0365
C 2.198086 0.317263 -5.517717 0.146 -0.073 0.442 -0.0309
C 1.000262 0.240314 -4.799165 -0.030 -0.005 0.238 -0.1016
Se -0.766940 0.021234 -2.486031 1.167 0.079 -3.900 0.8168
H 2.841368 0.444691 0.950567 1.919 0.719 0.916 0.1121
H 2.263441 -0.161265 -1.640230 0.072 0.041 -0.314 0.0752
H 4.404279 -0.010820 -2.918848 -0.276 -0.001 -0.242 0.1124
H 4.359476 0.291416 -5.398532 -0.293 -0.025 0.183 0.1253
H 2.175613 0.444139 -6.601117 -0.001 -0.041 0.347 0.1284
H 0.034499 0.304539 -5.302601 0.335 0.000 0.040 0.1106
N 0.924106 -0.148996 5.796422 -0.210 -0.051 -0.819 0.1828
C 0.529446 -0.187035 4.497265 0.424 0.224 1.364 -0.2762
C 1.330235 -0.804164 3.515964 0.504 0.265 -0.939 -0.0112
C 0.949177 -0.736470 2.183969 -0.480 0.422 0.820 -0.1737
N -0.175054 -0.097324 1.794409 0.000 -0.380 -0.585 -0.0769
C -0.979606 0.457193 2.730595 0.484 -0.077 1.034 -0.1339
C -0.664780 0.433023 4.083096 -0.587 0.162 -0.847 0.0415
H 1.775240 -0.596076 6.105644 -0.217 -0.014 -0.031 0.1281
H 0.350329 0.280757 6.507547 0.028 -0.074 -0.092 0.1347
H 2.289186 -1.248428 3.778873 -0.293 -0.333 0.103 0.1197
H 1.562393 -1.196129 1.400708 -0.325 0.088 0.282 0.0927
H -1.896265 0.946894 2.375029 0.547 -0.207 0.205 0.1012
H -1.326955 0.909873 4.805094 0.169 -0.137 -0.169 0.1401


No. 3
63
Properties=species:S:1:pos:R:3:forces:R:3:lowdin_charge:R:1 method="wB97M-V/def2-TZVPD" relative_energy_kj_mol=2789.2 homo_lumo_gap_ha=0.2553
C -1.066891 -1.904718 -3.744903 6.111 -0.054 -5.566 -0.0834
H -1.203318 -2.917179 -3.741579 -0.925 -2.365 -0.097 0.0632
H -1.135426 -1.469420 -2.920755 -0.823 3.142 7.730 -0.0140
H 0.090445 -1.745743 -4.002987 -1.798 -0.597 0.649 0.1448
C -1.710178 -1.126875 -4.762208 -7.004 -11.840 -3.976 -0.4034
N -1.487848 0.095294 -5.050816 1.822 -1.739 -11.057 -0.2704
C -2.195769 0.598673 -6.235482 2.812 -1.360 -5.360 -0.0797
C -1.168409 1.780200 -6.812946 -10.073 3.362 6.121 -0.0919
N -0.511910 2.443830 -5.695063 -11.482 2.735 -1.645 -0.1882
C -1.447608 2.478645 -4.578883 3.018 -6.871 -1.345 0.0099
C -1.684143 0.773706 -4.065202 2.518 14.386 10.641 -0.2199
H -2.594078 0.764109 -3.595031 -2.917 -0.381 1.356 0.0945
H -0.878979 0.943496 -3.206419 -1.220 -1.685 -1.579 0.1548
H -1.064565 2.960919 -3.814586 1.947 2.361 3.730 0.0388
H -2.281268 2.888848 -4.833179 -5.314 2.389 -1.846 0.0549
C 0.632608 2.007173 -5.474531 11.667 0.460 -1.646 -0.3186
H 1.212863 2.384722 -6.473328 -0.329 -1.441 1.707 0.1747
C 1.420860 2.753417 -4.366232 -2.638 1.266 -4.150 -0.1914
N 1.469987 1.939804 -3.308299 -6.113 15.758 8.552 0.1224
C 0.731056 2.451369 -2.045457 3.296 0.088 -2.565 -0.2075
O 0.514095 3.650610 -1.962624 -0.567 -1.880 0.168 0.0550
C 0.604491 1.467316 -0.787626 -2.682 12.293 -9.462 -0.2253
C 0.104601 2.070974 0.216810 -5.275 5.291 8.300 -0.0503
C -0.184513 1.414122 1.470919 5.745 -1.250 -7.260 -0.5841
C 0.654975 0.014499 1.468165 -8.624 8.241 7.804 -0.0917
C 1.003272 -0.419467 0.329576 3.108 -4.524 -0.703 0.0022
C 1.170787 0.445254 -0.722893 7.315 -17.929 -2.529 -0.0697
O 1.800988 -0.457739 -1.947557 -4.076 9.962 1.675 -0.0982
C 2.135597 -1.641804 -1.659578 11.997 0.895 -3.699 -0.2567
H 2.620052 -1.822627 -2.733632 -0.579 -1.019 1.832 0.1612
H 3.058643 -1.827098 -1.016690 -0.948 0.628 -0.074 0.1324
H 1.561049 -2.329345 -1.519373 -7.570 -7.526 1.901 -0.0088
H 1.293402 -1.477933 0.473354 0.262 0.435 -1.092 0.1254
N 0.234541 -0.390108 2.789396 9.682 -13.041 -10.181 0.1030
C 0.578688 -1.724983 3.123430 2.716 -2.983 -6.341 -0.2578
O 1.147893 -2.707884 2.212388 -3.080 6.346 4.044 -0.1199
C 0.364351 -2.153723 4.406584 -5.611 2.338 4.876 -0.2324
C 0.374059 -3.346325 5.007101 6.797 -1.761 -2.018 -0.3082
O 0.298273 -3.834262 6.233934 -2.494 0.727 0.614 -0.0050
C -0.788475 -3.323953 7.048942 3.726 8.651 -14.314 -0.0019
C -0.721444 -1.558676 6.944768 0.639 -4.699 2.751 -0.5105
H 0.227861 -1.486303 7.389286 1.817 0.682 0.028 0.0544
H -1.309282 -1.173064 7.755602 -1.159 0.329 -0.200 0.0711
S -0.920342 -0.929398 5.408235 0.712 0.132 -3.292 0.9222
H -1.609347 -3.517815 6.652155 -7.302 -2.443 -2.990 0.0513
H -0.606507 -3.457808 7.862896 3.389 -3.533 16.600 -0.0145
C 1.565855 -4.110832 4.314236 0.107 -5.375 1.127 -0.0360
H 2.428020 -3.516328 3.901796 -1.051 -0.590 0.968 0.0872
H 1.259759 -4.807647 3.446576 0.108 1.425 1.230 0.0884
H 1.885218 -5.086297 5.191737 -0.497 3.338 -2.472 0.1703
H -0.191025 0.029575 3.391794 -5.963 7.060 8.069 -0.1238
Cl -0.707168 2.245005 2.745538 -1.237 1.345 2.634 0.8334
H -0.074018 3.220355 -0.044796 -0.217 -2.440 1.223 0.1730
H 1.602264 1.136102 -3.202650 2.912 -15.716 0.597 -0.0527
H 0.974873 3.817825 -4.351116 1.058 -1.801 0.998 0.1800
H 2.354480 2.716499 -4.757745 3.192 1.068 -1.330 0.0842
H 0.866038 0.975535 -5.340181 -0.155 -1.440 0.016 0.1216
H -0.612042 1.525705 -7.521763 5.096 -2.668 -5.494 0.0174
H -2.037167 2.416989 -7.308893 2.065 -0.212 0.791 0.1436
H -3.404815 0.765405 -6.363397 3.077 -0.344 1.238 0.1691
H -1.846529 -0.162664 -7.169179 -1.746 1.279 2.682 0.1606
H -3.007335 -1.321839 -4.519464 2.567 0.703 -0.363 0.1805
H -1.693487 -1.907917 -5.745872 0.194 2.391 1.990 0.1704